Record 1
A structure of composition C32H40CdClN2O2SeSi. Source: OMol25; level of theory: wB97M-V/def2-TZVPD.

The calculation puts the molar mass at 739.6 g mol⁻¹. The calculation puts the frontier orbital gap at 6.2890 eV. Its net charge is -1. As for the HOMO energy: -4.106 eV. The calculation puts the calculated total energy at -4822.31742 hartree.

Cartesian coordinates (Å):
Cd -0.948 -0.697 0.530
C -3.004 2.405 1.727
C -3.223 1.055 1.763
C -2.009 0.392 2.236
C -1.051 1.479 2.471
C -1.646 2.666 2.147
C -1.021 4.027 2.209
C 0.325 1.284 3.037
C -2.176 -0.681 3.301
C -4.493 0.319 1.461
C -3.978 3.494 1.392
H -1.345 4.585 3.094
H -1.282 4.633 1.338
H 0.068 3.957 2.247
H 1.097 1.718 2.395
H 0.553 0.221 3.142
H 0.427 1.745 4.024
H -2.625 -0.239 4.200
H -1.229 -1.143 3.578
H -2.825 -1.492 2.965
H -4.934 -0.117 2.363
H -4.322 -0.503 0.760
H -5.242 0.978 1.019
H -4.208 4.095 2.278
H -4.921 3.095 1.014
H -3.584 4.181 0.641
Cl 2.903 -5.544 -3.081
C 1.779 -4.250 -2.673
C 0.490 -4.563 -2.470
C -0.615 -3.698 -2.151
C -0.576 -2.348 -1.951
O -1.553 -1.640 -1.500
C 0.733 -1.591 -2.207
C 0.518 -0.136 -1.978
N 0.940 0.490 -0.957
C 0.713 1.884 -0.953
C 1.771 2.737 -0.802
C 1.595 4.132 -0.917
C 0.365 4.661 -1.185
C -0.758 3.807 -1.305
C -2.060 4.272 -1.599
C -3.090 3.383 -1.680
C -2.829 2.016 -1.434
N -1.638 1.546 -1.187
C -0.598 2.414 -1.147
C 1.529 -1.876 -3.501
H 0.244 -5.617 -2.535
H -1.547 -4.179 -1.882
H -0.019 0.371 -2.785
H 2.753 2.316 -0.630
H 2.452 4.783 -0.805
H 0.231 5.729 -1.302
H -2.222 5.334 -1.743
H -4.099 3.708 -1.897
H -3.637 1.293 -1.442
H 2.163 -1.007 -3.703
C 2.426 -2.642 3.923
Si 2.238 -2.504 2.050
C 3.347 -3.818 1.288
C 2.886 -0.813 1.518
Se 0.106 -2.922 1.488
H 3.476 -2.641 4.228
H 1.966 -3.569 4.269
H 1.921 -1.815 4.424
H 4.348 -3.791 1.728
H 3.434 -3.665 0.211
H 2.926 -4.812 1.445
H 3.927 -0.890 1.192
H 2.840 -0.092 2.336
H 2.303 -0.429 0.683
C 0.862 -2.336 -4.777
C 2.326 -2.850 -2.601
C 3.829 -2.723 -2.641
O 1.797 -2.169 -1.425
H 1.603 -2.787 -5.442
H 0.414 -1.489 -5.300
H 0.083 -3.069 -4.578
H 4.215 -3.042 -3.610
H 4.292 -3.338 -1.870
H 4.092 -1.680 -2.468

Charges in e, computed with Löwdin, in the same order as the atoms:
1. Cd 1.30
2. C -0.23
3. C -0.29
4. C -0.42
5. C -0.28
6. C -0.23
7. C -0.04
8. C -0.06
9. C -0.13
10. C -0.06
11. C -0.05
12. H 0.08
13. H 0.06
14. H 0.07
15. H 0.06
16. H 0.04
17. H 0.08
18. H 0.08
19. H 0.02
20. H 0.06
21. H 0.07
22. H 0.07
23. H 0.06
24. H 0.08
25. H 0.06
26. H 0.05
27. Cl 0.62
28. C -0.57
29. C -0.13
30. C -0.08
31. C -0.45
32. O -0.21
33. C -0.33
34. C -0.07
35. N 0.09
36. C -0.22
37. C -0.01
38. C -0.08
39. C -0.05
40. C -0.17
41. C -0.03
42. C -0.07
43. C -0.12
44. N 0.11
45. C -0.18
46. C -0.19
47. H 0.10
48. H 0.10
49. H 0.15
50. H 0.11
51. H 0.10
52. H 0.11
53. H 0.12
54. H 0.11
55. H 0.12
56. H 0.15
57. C -0.25
58. Si 0.04
59. C -0.23
60. C -0.23
61. Se 0.21
62. H 0.02
63. H 0.02
64. H 0.01
65. H 0.02
66. H 0.00
67. H 0.02
68. H 0.02
69. H 0.01
70. H -0.03
71. C -0.03
72. C -0.47
73. C -0.04
74. O -0.03
75. H 0.08
76. H 0.08
77. H 0.07
78. H 0.08
79. H 0.07
80. H 0.09

Record 2
The molecule C2H6O2. Source: OMol25; level of theory: wB97M-V/def2-TZVPD.

The calculation puts the molar mass at 62.1 g mol⁻¹. The calculation puts the frontier orbital gap at 10.4353 eV. The SMILES is OCCO. As for the HOMO energy: -9.838 eV. The calculation puts the calculated total energy at -230.18906 hartree.

Cartesian coordinates (Å):
C 0.632 0.488 -0.311
C -0.494 -0.209 0.599
H 1.181 -0.241 -0.758
H 1.278 1.330 0.409
H -0.709 0.444 1.478
H -1.303 -0.441 0.029
H 0.140 -2.146 0.414
H -0.711 0.856 -1.868
O -0.075 -1.435 1.195
O 0.061 1.355 -1.187

Charges in e, computed with Löwdin, in the same order as the atoms:
1. C -0.30
2. C -0.24
3. H 0.06
4. H 0.19
5. H 0.13
6. H 0.07
7. H 0.16
8. H 0.22
9. O -0.14
10. O -0.15

Record 3
The molecule C18H20N4O5S. Source: OMol25; level of theory: wB97M-V/def2-TZVPD.

The calculation puts the molar mass at 404.4 g mol⁻¹. The calculation puts the frontier orbital gap at 8.4888 eV. The SMILES is CCCCN(C)S(=O)(=O)c1ccc(C(=O)Nc2nnc(-c3ccco3)o2)cc1. As for the HOMO energy: -8.643 eV. The calculation puts the calculated total energy at -1691.28859 hartree.

Cartesian coordinates (Å):
C -5.688 -0.653 0.211
C -5.060 -1.267 1.456
C -3.621 -1.734 1.242
C -2.647 -0.592 0.932
N -2.741 -0.131 -0.435
S -2.593 1.514 -0.645
O -2.835 1.795 -2.027
O -3.400 2.155 0.348
C -0.864 1.846 -0.281
C 0.074 1.688 -1.284
C 1.416 1.855 -0.992
C 1.804 2.187 0.304
C 0.848 2.376 1.297
C -0.492 2.189 1.004
H -1.257 2.331 1.750
H 1.163 2.663 2.288
C 3.241 2.429 0.610
O 3.669 3.445 1.094
N 4.107 1.407 0.254
C 3.822 0.104 -0.014
N 4.678 -0.768 -0.452
N 4.029 -1.940 -0.539
C 2.807 -1.737 -0.149
C 1.773 -2.717 -0.066
C 1.818 -4.054 -0.383
C 0.536 -4.561 -0.092
C -0.191 -3.507 0.376
O 0.545 -2.386 0.395
H -1.204 -3.431 0.718
H 0.200 -5.570 -0.212
H 2.668 -4.576 -0.767
O 2.603 -0.433 0.208
H 5.098 1.615 0.307
H 2.159 1.747 -1.769
H -0.260 1.458 -2.283
C -2.083 -0.924 -1.440
H -2.223 -0.415 -2.390
H -2.543 -1.910 -1.497
H -1.011 -1.040 -1.236
H -2.896 0.264 1.560
H -1.615 -0.903 1.152
H -3.598 -2.466 0.432
H -3.275 -2.229 2.154
H -5.079 -0.534 2.265
H -5.655 -2.128 1.774
H -6.735 -0.425 0.397
H -5.178 0.267 -0.062
H -5.630 -1.343 -0.628

Charges in e, computed with Löwdin, in the same order as the atoms:
1. C -0.10
2. C -0.25
3. C -0.20
4. C -0.22
5. N -0.28
6. S 0.66
7. O -0.27
8. O -0.28
9. C -0.25
10. C -0.04
11. C -0.01
12. C -0.14
13. C 0.02
14. C -0.03
15. H 0.12
16. H 0.13
17. C -0.41
18. O 0.12
19. N 0.20
20. C -0.37
21. N 0.10
22. N 0.11
23. C -0.25
24. C -0.20
25. C 0.01
26. C -0.04
27. C -0.11
28. O 0.04
29. H 0.11
30. H 0.11
31. H 0.12
32. O 0.16
33. H 0.17
34. H 0.13
35. H 0.12
36. C -0.08
37. H 0.09
38. H 0.09
39. H 0.08
40. H 0.11
41. H 0.11
42. H 0.10
43. H 0.11
44. H 0.11
45. H 0.10
46. H 0.07
47. H 0.05
48. H 0.08

Record 4
A structure of composition C8H24ClO8. Source: OMol25; level of theory: wB97M-V/def2-TZVPD.

The calculation puts the molar mass at 283.7 g mol⁻¹. The calculation puts the frontier orbital gap at 8.2901 eV. Its net charge is -1. As for the HOMO energy: -5.133 eV. The calculation puts the calculated total energy at -1381.14108 hartree.

Cartesian coordinates (Å):
Cl 0.258 -0.617 0.232
C -2.155 1.425 0.019
C -2.327 -0.018 -0.537
O -3.530 -0.328 -1.049
O -1.098 1.648 0.823
H -3.053 1.669 0.586
H -2.036 2.044 -0.870
H -2.110 -0.726 0.263
H -1.673 -0.331 -1.352
H -3.752 0.342 -1.700
H -0.406 1.021 0.599
C 1.219 2.629 -0.884
C 0.122 2.101 -1.825
O 0.424 0.676 -2.136
O 1.128 2.054 0.516
H 0.928 3.671 -0.754
H 2.200 2.423 -1.313
H 0.141 2.741 -2.708
H -0.880 2.266 -1.428
H 0.600 0.151 -1.352
H 1.208 1.105 0.396
C 1.694 -2.518 -1.633
C 0.153 -2.689 -2.145
O -0.541 -3.869 -1.653
O 1.893 -2.423 -0.190
H 2.090 -1.705 -2.241
H 2.194 -3.436 -1.940
H 0.130 -2.556 -3.226
H -0.348 -1.806 -1.748
H -0.695 -3.674 -0.726
H 1.357 -1.651 0.004
C 1.220 -0.459 3.399
C 0.365 0.813 3.375
O -0.844 0.559 2.622
O 2.027 -0.689 2.222
H 0.519 -1.287 3.507
H 1.927 -0.502 4.227
H 0.892 1.654 2.926
H 0.049 0.972 4.406
H -0.709 0.078 1.802
H 1.418 -0.758 1.484

Charges in e, computed with Löwdin, in the same order as the atoms:
1. Cl 0.78
2. C -0.27
3. C -0.35
4. O -0.04
5. O -0.16
6. H 0.13
7. H 0.07
8. H 0.09
9. H 0.08
10. H 0.09
11. H -0.08
12. C -0.14
13. C -0.19
14. O -0.15
15. O -0.15
16. H 0.11
17. H 0.11
18. H 0.11
19. H 0.05
20. H -0.10
21. H -0.04
22. C -0.21
23. C -0.22
24. O -0.08
25. O -0.17
26. H 0.10
27. H 0.10
28. H 0.11
29. H 0.03
30. H 0.07
31. H -0.23
32. C -0.23
33. C -0.20
34. O -0.14
35. O -0.14
36. H 0.11
37. H 0.10
38. H 0.11
39. H 0.11
40. H -0.04
41. H -0.13